Record 1
{"formula": "C5H18O6S", "method": "ωB97M-V with the def2-TZVPD basis set", "charge": 0, "smiles": "CSCCCC(=O)O.O.O.O.O", "homo_ev": -8.9, "orbital_gap_ev": 9.3, "e_tot_ha": -1050.96703, "species": ["S", "O", "O", "O", "O", "O", "O", "C", "C", "C", "C", "C", "H", "H", "H", "H", "H", "H", "H", "H", "H", "H", "H", "H", "H", "H", "H", "H", "H", "H"], "xyz": [[1.1477, -1.0925, 2.3226], [-2.3039, -0.2734, 0.1394], [0.8293, 3.8093, -0.4923], [-2.1437, -0.7423, -2.6141], [0.4977, -0.3784, -3.0516], [-0.1559, 1.4124, -1.8592], [-1.8828, -2.5648, 1.6325], [1.9829, -0.5303, -0.2497], [1.4379, 0.1378, 1.0180], [0.6468, 0.5460, -2.1183], [-0.1862, -0.3312, 3.2523], [1.9771, 0.4522, -1.4205], [-2.8578, 0.4600, 0.4271], [2.2179, 1.4768, -1.1351], [3.0003, -0.8574, -0.0265], [-1.7406, -3.4734, 1.9243], [-3.0997, -0.6415, -2.6588], [-0.3599, -0.3676, -3.4991], [0.5028, 2.9012, -0.5350], [0.4901, 0.6091, 0.8120], [0.0858, 0.6328, 3.6712], [1.3946, -1.3946, -0.5640], [-0.4606, -1.0271, 4.0345], [-1.0731, -0.1599, 2.6651], [2.7603, 0.1749, -2.1324], [0.4168, 4.2658, -1.2293], [-1.8931, -0.5209, -1.6941], [2.1472, 0.8994, 1.3326], [-2.4234, -1.1012, 0.6295], [-0.9542, -2.3210, 1.4189]], "atomic_forces_ev_per_a": [[0.04, -0.09, -0.17], [0.56, 0.20, -0.49], [0.23, 0.08, 0.37], [0.15, -0.11, -0.07], [0.66, -0.51, -0.30], [-0.32, -0.09, 0.03], [1.11, -0.22, -0.13], [-0.11, 0.35, 0.26], [-0.07, -0.50, -0.26], [0.31, 0.42, 0.05], [-0.05, 0.36, 0.11], [0.74, 0.30, -0.42], [-0.03, -0.55, 0.30], [0.03, -0.04, 0.37], [-0.03, -0.12, -0.25], [-0.50, -0.03, 0.00], [0.16, 0.02, 0.12], [-0.61, 0.25, 0.41], [-0.18, 0.08, -0.36], [-0.42, 0.20, -0.10], [0.30, -0.03, 0.23], [0.03, -0.14, 0.33], [0.08, -0.06, 0.26], [-0.24, -0.12, -0.50], [-0.29, -0.17, -0.10], [-0.07, -0.14, -0.07], [-0.52, 0.02, -0.29], [0.00, 0.06, 0.20], [-0.54, 0.35, 0.28], [-0.42, 0.22, 0.20]], "lowdin_charge": [0.8277, -0.0512, -0.0690, -0.0721, 0.1252, 0.0853, -0.0808, -0.2424, -0.4868, -0.5386, -0.4183, -0.1076, 0.0677, 0.1170, 0.1118, 0.0616, 0.0489, 0.1042, -0.0109, 0.0646, 0.0404, 0.1112, 0.0330, 0.0112, 0.1269, 0.0328, 0.0044, 0.0876, 0.0122, 0.0041]}

Record 2
{"formula": "C11H20BN6O4S4Zr", "method": "ωB97M-V with the def2-TZVPD basis set", "charge": 1, "homo_ev": -11.6, "orbital_gap_ev": 8.2, "e_tot_ha": -2725.34527, "species": ["Zr", "S", "S", "S", "S", "O", "O", "O", "O", "N", "N", "N", "N", "N", "N", "C", "C", "C", "C", "C", "C", "C", "C", "C", "C", "C", "B", "H", "H", "H", "H", "H", "H", "H", "H", "H", "H", "H", "H", "H", "H", "H", "H", "H", "H", "H", "H"], "xyz": [[-0.0179, 1.1271, 0.8843], [-1.9223, -0.4828, 0.0153], [1.0663, 3.3980, 0.1148], [1.0244, 0.2659, -1.3916], [1.2605, 0.2610, 2.7493], [0.2379, -0.6741, 2.0865], [1.9942, 0.6924, 1.5019], [1.9850, -0.2249, 3.8559], [0.3624, 1.4718, 2.9364], [2.4042, -1.7542, -2.2901], [-2.2990, 1.4875, 1.8752], [1.4709, -2.0840, -0.1792], [-1.4692, 2.5466, -0.4030], [-0.3412, 3.1277, -2.1948], [-2.7388, -0.5191, 2.6211], [-2.3872, 0.1732, 1.5243], [1.6702, -1.3404, -1.2512], [-2.6082, 1.5857, 3.2331], [-2.8920, 0.3549, 3.6800], [-0.2791, 3.0808, -0.8652], [-2.8106, -1.9768, 2.7027], [-1.5755, 2.6347, -2.6187], [0.7691, 3.5546, -3.0505], [-2.2646, 2.2732, -1.5361], [2.7038, -3.1260, -2.7226], [2.2164, -3.2700, 0.2542], [-2.0908, 2.8415, 1.0336], [2.7702, -3.1162, -3.8054], [2.5598, -1.0339, -2.9723], [-3.2646, 1.8923, -1.4467], [-2.8169, -2.2605, 3.7505], [-1.9413, -2.4008, 2.2167], [0.8954, -1.6687, 0.5298], [-1.8466, 2.5978, -3.6618], [1.6061, 2.8712, -2.9426], [-1.2980, 3.4841, 1.6503], [1.0868, 4.5550, -2.7693], [3.6459, -3.4898, -2.3254], [-3.1812, 0.0205, 4.6628], [-3.1555, 3.3665, 0.8758], [1.9032, -3.8047, -2.4485], [-2.6132, 2.5342, 3.7433], [2.1392, -3.3164, 1.3377], [3.2676, -3.1812, 0.0006], [0.4230, 3.5596, -4.0789], [1.8126, -4.1892, -0.1561], [-3.7118, -2.3404, 2.2183]], "atomic_forces_ev_per_a": [[-1.00, 0.68, -2.20], [0.11, 0.19, 0.09], [-0.08, -0.29, 0.14], [0.12, -0.29, -0.16], [0.68, -0.37, 0.91], [0.32, -0.41, 0.53], [0.83, -0.21, 0.48], [-0.08, 0.00, -0.12], [0.29, -0.02, 0.77], [-0.05, -0.16, 0.03], [0.16, -0.10, -0.02], [0.17, -0.32, -0.23], [-0.21, 0.17, -0.26], [0.08, 0.01, -0.50], [-0.04, -0.15, 0.15], [-0.62, -0.19, 0.32], [0.17, 0.06, -0.04], [0.04, 0.33, -0.34], [-0.03, -0.28, 0.07], [-0.36, 0.27, -0.03], [-0.09, 0.24, 0.02], [0.29, 0.15, -0.29], [-0.24, 0.00, 0.08], [0.05, 0.16, 0.48], [-0.08, 0.20, 0.10], [-0.02, 0.20, 0.02], [-0.61, 0.11, -0.27], [0.01, 0.01, -0.07], [0.02, 0.05, -0.11], [0.04, -0.04, 0.06], [-0.01, 0.02, 0.02], [0.15, -0.03, -0.07], [-0.29, 0.12, 0.32], [0.07, 0.03, 0.09], [0.03, -0.09, 0.04], [0.13, -0.01, 0.10], [-0.02, 0.03, 0.02], [0.07, 0.00, 0.07], [0.02, -0.01, -0.09], [0.09, -0.01, 0.07], [-0.09, 0.00, 0.06], [0.06, -0.05, -0.07], [-0.01, 0.03, 0.00], [0.08, 0.04, -0.06], [-0.02, -0.01, -0.02], [-0.06, -0.07, -0.08], [-0.07, -0.01, -0.04]], "lowdin_charge": [1.2979, 0.7308, 0.7630, 0.6866, 0.3841, -0.4731, -0.4544, -0.1870, -0.3967, -0.0255, -0.0775, 0.0068, -0.1488, -0.1136, -0.0953, -0.7444, -0.7153, -0.0345, 0.0007, -0.8245, 0.0037, -0.0100, -0.0066, -0.0802, -0.0437, -0.0244, -0.4180, 0.0938, 0.1105, 0.1283, 0.1023, 0.0762, 0.0503, 0.1397, 0.0758, 0.0801, 0.0985, 0.0862, 0.1414, 0.1030, 0.0881, 0.1447, 0.0993, 0.0943, 0.0998, 0.0861, 0.1018]}

Record 3
{"formula": "C6H8N2OS", "method": "ωB97M-V with the def2-TZVPD basis set", "charge": 0, "smiles": "C=CCn1c(O)c[nH]c1=S", "homo_ev": -7.4, "orbital_gap_ev": 7.6, "e_tot_ha": -816.25106, "species": ["S", "O", "N", "N", "C", "C", "C", "C", "C", "C", "H", "H", "H", "H", "H", "H", "H", "H"], "xyz": [[2.9050, -0.8418, -0.1770], [-1.5619, 1.4793, -0.6039], [0.4472, 0.2077, -0.5501], [1.7794, 1.5896, 0.3640], [0.5645, 2.2893, 0.2402], [-0.8686, -1.7157, -0.1138], [-0.3056, 1.3943, -0.3878], [-1.1049, -1.4818, 1.2219], [-0.1586, -1.0460, -1.1630], [1.6717, 0.3372, -0.1237], [0.4835, 3.2586, 0.5453], [0.6173, -1.7747, -1.5499], [-1.8457, -2.1983, 2.0463], [-1.4346, -2.7748, -0.4526], [-2.1366, 0.7512, 0.0767], [-0.6956, -0.4985, 1.7506], [-1.0371, -0.7731, -1.8602], [2.6806, 1.7975, 0.7370]], "atomic_forces_ev_per_a": [[-0.46, 0.54, 0.08], [-5.55, -2.78, 1.67], [-3.48, -1.15, -2.56], [-0.60, -0.37, -0.43], [0.05, -3.67, -1.53], [-3.89, -5.01, 3.87], [4.81, 0.83, 2.61], [-0.74, 0.64, 1.25], [0.20, 1.58, -0.15], [2.61, -0.79, 0.51], [-0.49, 2.22, 0.70], [-0.66, 1.46, -0.01], [2.53, 2.18, -3.18], [1.68, 2.90, 0.55], [2.49, 2.86, -2.77], [-0.71, -2.23, -1.14], [2.03, -0.06, 0.28], [0.18, 0.85, 0.27]], "lowdin_charge": [0.4937, 0.0443, -0.0287, 0.0614, 0.0372, -0.2591, -0.3999, -0.0463, -0.1535, -0.8780, 0.0857, 0.1209, 0.1425, 0.1594, 0.2462, 0.0852, 0.1574, 0.1315]}

Record 4
{"formula": "C2H9NO4", "method": "ωB97M-V with the def2-TZVPD basis set", "charge": 0, "smiles": "CNC(=O)O.O.O", "homo_ev": -9.9, "orbital_gap_ev": 10.1, "e_tot_ha": -437.26246, "species": ["O", "O", "O", "O", "N", "C", "C", "H", "H", "H", "H", "H", "H", "H", "H", "H"], "xyz": [[0.6528, 1.6146, -6.3354], [4.0035, -2.3937, 2.9222], [-0.3202, -1.8658, 2.4487], [0.3997, -0.4741, 0.7577], [-1.7066, -0.2349, 1.3355], [-0.5686, -0.9674, 1.4951], [-1.9665, 1.1819, 0.7248], [-0.0618, -0.1461, -0.0536], [-2.6073, -0.5461, 1.6900], [-1.2989, 1.3427, -0.1729], [1.1471, 2.2976, -6.9999], [0.2375, 2.1722, -5.6275], [-1.7995, 1.9499, 1.6393], [-2.9163, 1.0173, 0.3202], [3.3099, -1.9428, 2.4537], [3.4951, -3.0053, 3.4021]], "atomic_forces_ev_per_a": [[1.25, 2.95, -1.52], [0.98, 0.90, -0.69], [-1.68, 4.20, -5.21], [0.60, -0.04, -2.02], [-1.92, 0.88, -0.57], [0.47, -2.70, 6.19], [3.49, -1.20, 2.15], [1.04, -0.10, 0.71], [0.93, -0.54, 0.37], [-0.50, 0.26, 1.27], [-1.95, -2.40, 2.67], [0.70, -0.55, -1.15], [-0.67, -1.50, -2.68], [-1.70, 0.71, -0.20], [-0.30, 0.63, -0.57], [-0.76, -1.52, 1.25]], "lowdin_charge": [-0.1514, -0.0300, -0.0399, 0.1056, 0.0034, -0.5638, -0.0192, 0.1194, 0.1306, 0.0808, 0.1153, 0.0361, 0.1418, 0.0457, 0.0213, 0.0043]}

Record 5
{"formula": "C29H36AsN5O3PrS5SbSi", "method": "ωB97M-V with the def2-TZVPD basis set", "charge": -2, "homo_ev": [-1.1, -1.1], "orbital_gap_ev": [4.2, 4.2], "multiplicity": 3, "e_tot_ha": -6899.91922, "species": ["Pr", "Sb", "As", "S", "S", "S", "S", "S", "Si", "O", "O", "O", "N", "N", "N", "N", "N", "C", "C", "C", "C", "C", "C", "C", "C", "C", "C", "C", "C", "C", "C", "C", "C", "C", "C", "C", "C", "C", "C", "C", "C", "C", "C", "C", "C", "C", "H", "H", "H", "H", "H", "H", "H", "H", "H", "H", "H", "H", "H", "H", "H", "H", "H", "H", "H", "H", "H", "H", "H", "H", "H", "H", "H", "H", "H", "H", "H", "H", "H", "H", "H", "H"], "xyz": [[1.7883, 0.2192, -0.1604], [-0.2638, 1.0416, 2.8480], [-3.8952, 0.9038, 0.2419], [1.0666, -0.8544, 2.5264], [0.9296, -3.3339, -0.6882], [-2.4301, 0.6594, 3.6670], [0.6374, 2.8033, 3.8864], [-0.5399, 1.8524, 0.6251], [0.2486, 0.4763, -3.5744], [4.4076, 1.9103, 3.1034], [2.8735, 2.1635, -1.2049], [0.8526, 0.0033, -2.1237], [3.5299, 3.8645, 2.3294], [3.3108, 1.9605, 1.0444], [4.3165, -0.5448, -0.2561], [2.2436, -2.3244, -0.3677], [3.7585, -4.1070, 0.0466], [6.8730, -1.2374, 0.5743], [5.8103, -2.1810, 0.5613], [1.5090, 0.2132, -5.0672], [-7.4111, 1.4312, 1.2256], [4.5615, -1.7946, 0.1326], [3.7758, 4.5272, 3.5749], [0.9785, -7.1529, 0.4598], [-5.2391, 0.2909, 1.6684], [2.2694, -7.4117, 0.9332], [3.0749, 2.7348, -0.0557], [5.3198, 0.3324, -0.4060], [3.7747, 2.4845, 2.2180], [3.2922, 4.6692, 1.2589], [-6.5978, 0.3045, 1.1019], [-8.5131, -0.8937, 0.2600], [1.5041, -4.8504, -0.1167], [-3.6401, 2.6347, 1.0157], [0.1149, 2.3436, -3.4494], [2.8718, -5.1458, 0.2695], [0.5706, -5.8585, 0.0517], [3.2420, -6.3741, 0.8068], [3.2180, 4.1340, 0.0192], [3.4212, -2.7630, -0.1034], [-7.1485, -0.8141, 0.4305], [-1.4819, -0.2442, -3.8222], [-4.9921, 1.3363, -1.4256], [-8.7828, 1.4193, 0.7678], [-9.3683, 0.1753, 0.4173], [6.6309, 0.0036, -0.0773], [-8.8105, -1.9169, -0.0418], [-2.2837, 0.1884, -3.2454], [-7.0051, 2.3414, 1.6071], [1.2023, 0.8344, -5.9174], [7.3224, 0.8199, -0.1104], [-1.8013, -0.3814, -4.8559], [3.1750, 4.1253, 4.3879], [-3.4420, 2.3381, 2.0446], [-0.2799, 2.6111, -2.4338], [-0.5327, 2.6350, -4.2686], [4.8448, 4.4002, 3.9260], [3.6338, 5.6171, 3.4165], [5.7981, -3.1679, 1.1371], [5.1266, 1.3381, -0.7755], [3.0433, 5.7152, 1.5238], [-4.2744, 1.5321, -2.2331], [-9.3610, 2.3385, 0.8402], [-5.5930, 2.2465, -1.3568], [7.8481, -1.4729, 0.9761], [4.2049, -6.3811, 1.2802], [2.4172, 0.6646, -4.7286], [-5.5476, 0.3904, -1.5863], [-4.9061, -0.7520, 1.9255], [1.0863, 2.8332, -3.4717], [-0.4492, -5.6412, -0.1374], [2.5049, -8.4294, 1.3339], [-4.4984, 3.2628, 0.9253], [-10.4385, 0.0483, 0.4066], [0.2855, -7.9793, 0.4471], [1.6749, -0.8058, -5.3648], [-1.2386, -1.2713, -3.3928], [-2.6549, 3.0154, 0.6134], [4.7076, -4.3557, 0.2574], [-6.4475, -1.5654, -0.0029], [3.2940, 4.8241, -0.8225], [-5.0779, 0.9932, 2.5298]], "atomic_forces_ev_per_a": [[-1.82, 1.05, 0.73], [-1.72, 0.26, -0.46], [0.26, -0.77, -0.44], [0.49, -0.36, -0.45], [0.26, 0.72, -0.45], [0.64, -0.44, -0.05], [0.83, 0.73, 0.85], [1.17, -0.65, -0.45], [0.84, 1.07, 0.88], [-0.69, 0.26, -0.92], [-0.09, 0.08, 1.55], [0.03, -0.80, -1.14], [0.00, 1.06, 0.14], [-0.05, -0.23, -0.90], [0.34, 0.50, -0.97], [1.30, -0.33, 0.10], [0.90, 0.28, -0.01], [-1.30, 0.28, -1.39], [0.80, -0.84, 1.93], [-1.61, 0.44, 0.73], [-2.35, -0.41, -1.38], [-0.47, 0.60, -1.13], [1.49, 0.54, 1.21], [0.64, 0.17, 0.45], [0.61, -0.30, -0.33], [0.00, 0.30, -0.69], [1.39, -0.94, -0.75], [0.06, -0.82, 0.36], [0.10, 0.22, 0.07], [-0.48, -0.63, 0.54], [-0.45, -0.12, 0.17], [0.38, -1.84, -0.92], [0.99, -2.18, 1.28], [1.65, -0.02, -0.29], [-0.07, -0.27, 0.91], [-2.66, 0.28, -0.87], [1.49, -0.80, 0.21], [-1.33, 0.49, 0.30], [0.07, 1.96, 0.04], [-0.39, -0.31, 0.89], [1.17, 0.66, 0.16], [1.34, -1.77, 0.06], [0.31, -0.29, 0.77], [1.44, -1.08, 0.98], [0.51, 1.44, 0.77], [-0.52, -1.20, 1.42], [-0.54, 0.85, -0.02], [-0.04, 0.26, 0.35], [0.25, 0.46, 0.30], [-0.20, -0.29, -0.04], [0.69, -0.05, -0.11], [0.03, 0.03, -0.06], [-0.39, 0.07, -0.19], [0.09, 0.42, 0.22], [-0.14, -0.26, -0.95], [-0.20, 0.69, -0.06], [-0.90, -0.02, -0.61], [-0.19, -0.74, 0.37], [0.85, 1.49, -0.94], [-0.53, -0.38, 0.08], [0.70, -0.65, -0.49], [-0.02, -0.41, 0.20], [-0.02, -0.25, 0.02], [-0.42, -0.36, 0.18], [-0.06, -0.07, 0.09], [0.50, -0.54, -0.04], [0.80, 0.10, 0.42], [-0.02, 0.83, -0.35], [-0.30, 1.18, -0.06], [0.13, 0.04, -0.37], [-0.87, -0.01, -0.27], [-0.04, 1.18, -0.41], [-0.53, 0.66, -0.14], [-0.17, 0.08, -0.41], [-0.33, 0.08, 0.15], [0.12, -0.48, -0.24], [-0.79, 0.85, -0.48], [-1.44, 0.04, 0.39], [0.14, 0.42, -0.11], [-0.76, 0.23, 0.92], [-0.68, -0.62, -0.03], [-0.24, -0.84, -0.84]], "lowdin_charge": [0.4846, -0.1755, 1.1044, -0.1233, 1.0600, -0.2496, -0.2371, -0.0265, 0.3260, 0.0336, -0.1639, -0.5391, -0.0729, 0.0876, 0.0674, -0.3155, 0.1059, -0.0195, -0.0168, -0.1648, -0.0480, -0.1905, -0.0841, -0.1032, -0.3673, -0.0941, -0.5379, -0.0747, -0.5199, -0.0515, -0.3552, -0.1464, -0.4473, -0.4358, -0.1765, -0.2233, -0.1029, -0.0341, -0.0051, -0.2860, -0.0827, -0.1597, -0.3373, -0.0761, -0.1372, -0.0278, 0.0996, 0.0038, 0.0938, 0.0119, 0.0972, 0.0087, 0.0466, -0.0832, 0.0337, 0.0091, 0.0968, 0.0817, 0.1294, 0.1169, 0.1326, -0.0141, 0.0811, -0.0001, 0.0967, 0.0966, -0.0010, -0.0055, 0.0662, 0.0175, 0.0927, 0.1047, -0.0017, 0.0771, 0.0881, -0.0058, 0.0388, -0.0572, 0.1074, 0.1232, 0.1083, 0.0474]}

The records above yield relative energy (zero: lowest compared OMol25 entry of this formula, charge and spin) values of 0.595, 1.242, 3.648, 2.312, 0.870 eV, respectively.